# 1
Entry from the OMol25 dataset: C31H63Br4Cl4FLiN5NaO12P as an isolated structure at a distorted geometry (the ωB97M-V functional and the def2-TZVPD basis).

Maximum force   2.53 eV/A
Total charge   0
HOMO-LUMO gap   1.777 eV
M   1239.20 g mol⁻¹

```
123
Properties=species:S:1:pos:R:3:lowdin_charge:R:1
C -1.18901 3.24009 3.37152 -0.1122
C -0.71808 3.86034 2.03507 -0.2911
O -0.33645 2.89322 1.14752 -0.1657
C 1.07037 2.75806 0.94482 -0.2925
C 1.38817 1.45365 0.26131 -0.2637
P 0.96166 -0.24511 1.09223 0.6451
Cl 0.72931 0.75575 3.20051 0.3082
C 2.85737 -0.55524 1.44940 -0.3172
C 3.58978 0.37235 2.41915 -0.3130
C 5.10176 0.28751 2.14654 -0.2046
C 5.93866 1.15876 3.09258 -0.1801
N 6.77703 2.13900 2.37310 0.0454
C 6.14781 3.31235 2.02462 -0.5656
C 6.44863 3.83095 0.64404 -0.0062
O 5.41811 3.92159 2.76740 0.0623
C 1.19267 -1.15139 -0.58831 -0.3043
N 0.00540 -1.87286 -1.08311 -0.1348
C -0.08178 -1.85427 -2.54323 -0.1452
C -0.94677 -0.01288 0.81037 -0.3201
O -1.27272 0.71606 -0.36700 -0.2107
O -2.70975 0.56919 -0.55594 -0.0551
C 0.51706 -1.98459 1.97157 -0.7851
O 0.89882 -3.04845 1.37071 -0.1750
O -0.14300 -1.97922 3.01009 -0.1336
H -0.43962 3.26169 4.14396 0.0683
H -2.07302 3.74387 3.76512 -0.0091
H -1.47276 2.21253 3.18693 0.0461
H -1.53665 4.45895 1.59677 0.0929
H 0.06060 4.58349 2.27613 0.1244
H 1.35145 3.57034 0.25637 0.1143
H 1.65663 2.95877 1.83202 0.0866
H 2.46663 1.46634 0.11818 0.0740
H 0.99182 1.52995 -0.74392 0.0742
H 3.42814 -0.50017 0.52120 0.0623
H 3.02084 -1.56068 1.82570 0.0731
H 3.46862 0.05506 3.44534 0.0873
H 3.34287 1.41726 2.27429 0.0739
H 5.24171 0.65162 1.12770 0.0993
H 5.43229 -0.74737 2.13623 0.1033
H 5.27245 1.66997 3.76883 0.1081
H 6.61129 0.52815 3.66023 0.1024
H 7.12596 1.69574 1.53621 0.1087
H 7.45776 3.57037 0.34631 0.0724
H 6.38041 4.90724 0.68166 0.0761
H 5.74093 3.43337 -0.07173 0.0834
H 1.56291 -0.49346 -1.37024 0.0735
H 1.97390 -1.88598 -0.42150 0.0595
H 0.08178 -2.84535 -0.83783 0.0436
H -0.62327 -2.74094 -2.86011 0.0569
H -0.59720 -0.96859 -2.89649 0.0688
H 0.90074 -1.93504 -3.01878 0.0636
H -1.47091 -0.95762 0.81223 0.0666
H -1.34227 0.53819 1.66003 0.0328
H -2.78005 0.53897 -1.51641 0.0527
Na -3.46200 4.31343 2.99444 0.7768
C -5.15201 -3.15480 -1.39352 -0.0642
C -3.68324 -3.48989 -1.32249 -0.3146
O -3.15692 -2.72385 -2.39394 0.1238
C -3.96063 -1.64206 -2.55268 -0.5524
O -3.68599 -0.67946 -3.18893 0.1637
O -5.13332 -1.81528 -1.89644 0.0780
F -3.47244 -4.81082 -1.56385 0.0422
H -5.68331 -3.79631 -2.09873 0.1440
H -5.64522 -3.20291 -0.42689 0.1013
H -3.19748 -3.20299 -0.38823 0.1643
C -2.18052 5.42853 -2.03048 -0.0488
C -3.60897 5.76116 -1.63210 -0.4845
C -4.22656 6.79314 -2.55973 -0.0643
O -3.63800 6.24383 -0.27772 -0.0794
H -1.55279 6.32344 -1.97868 0.0827
H -1.75136 4.68878 -1.35341 0.0788
H -2.13661 5.03336 -3.04485 0.0857
H -4.21039 4.85253 -1.64311 0.1400
H -3.65773 7.72802 -2.52148 0.0786
H -5.24750 7.02616 -2.25850 0.0802
H -4.24365 6.44045 -3.59019 0.0865
H -3.11347 7.04981 -0.23959 0.0801
O -4.29587 1.90279 6.00697 -0.0660
H -4.97111 1.56561 6.60194 0.0330
H -3.51567 1.37080 6.19906 0.0451
C -4.42718 9.83097 -5.51483 -0.0122
C -5.65885 9.74943 -4.64265 -0.5607
O -6.41665 8.79661 -4.68002 0.0290
N -5.90320 10.78904 -3.79820 0.0042
C -5.12515 11.99969 -3.61349 -0.0799
H -4.37901 8.93346 -6.12200 0.0824
H -4.47664 10.69820 -6.17389 0.0832
H -3.52475 9.89097 -4.90538 0.0812
H -6.73804 10.66938 -3.24779 0.1370
H -4.78987 12.07388 -2.57746 0.0809
H -5.73696 12.87478 -3.83880 0.0819
H -4.25720 12.00350 -4.26291 0.0701
C 2.04005 -10.30861 0.71017 -0.1380
C 3.21591 -9.41820 1.10147 -0.1644
N 2.72541 -8.06792 1.00073 -0.1085
C 2.84334 -7.00545 1.87572 -0.0229
C 2.25384 -5.95538 1.25105 0.0176
N 1.79304 -6.41127 0.02730 -0.0465
C 2.09318 -7.69370 -0.09634 -0.1317
C 1.08998 -5.58219 -0.95780 0.0435
H 1.68529 -10.04154 -0.29638 -0.1041
H 2.31121 -11.36142 0.67290 0.0221
H 1.20385 -10.19433 1.39671 0.1075
H 4.05289 -9.53277 0.40839 0.0990
H 3.59305 -9.63101 2.09878 0.1340
H 3.33437 -7.12512 2.82385 0.1309
H 2.09441 -4.90623 1.51660 0.1185
H 1.91226 -8.44216 -0.90804 -0.0707
H 0.09573 -5.98635 -1.12440 0.1057
H 1.64611 -5.58491 -1.89099 0.1048
H 1.02159 -4.57088 -0.55621 0.0705
Li 2.07576 -12.22733 -0.85934 0.7790
C 7.00733 -7.96952 -1.01721 -1.6464
Br 7.47779 -9.39732 0.19397 0.5556
Br 5.62135 -6.86241 -0.28347 0.6524
Br 8.54018 -6.94535 -1.53797 0.6024
H 6.61096 -8.43034 -1.90903 -0.0288
C -4.51831 -4.82351 2.63651 -1.5506
Cl -2.84197 -4.33904 2.64804 0.5854
Cl -5.58584 -3.40921 2.63310 0.5180
Cl -4.85228 -5.84941 1.23089 0.5262
H -4.72554 -5.39740 3.52857 0.0061
Br 1.32232 -9.56465 -2.61644 -0.1996
```


# 2
Entry from the OMol25 dataset: a 10-piece molecular cluster, C31H63BrNO14P overall at a distorted geometry (the ωB97M-V functional and the def2-TZVPD basis).

Maximum force   2.63 eV/A
Structure (SMILES)   CC[C@H](Br)NC(=O)OP(=O)(O)O.CC(C)=O.CC(C)=O.CC(C)=O.CC(C)=O.CC(C)=O.CC(C)=O.CC(C)=O.CC(C)=O.CC(C)=O
Total charge   0
HOMO-LUMO gap   9.500 eV
M   784.72 g mol⁻¹

```
111
Properties=species:S:1:pos:R:3:lowdin_charge:R:1
C 0.98092 -5.72280 0.61635 -0.0950
C 0.54007 -4.94383 1.88959 -0.2608
C -0.23823 -3.65479 1.59473 -0.6477
Br -0.13936 -2.51259 3.22722 0.7430
N -1.66856 -3.85952 1.35223 0.0015
C -1.91880 -4.50401 0.11060 -0.5551
O -1.55447 -4.13720 -0.92890 0.2007
O -2.62262 -5.73815 0.12610 -0.0575
P -3.83069 -5.77114 1.23702 0.4044
O -3.36799 -5.88929 2.61207 -0.2426
O -4.70279 -4.43588 0.94974 -0.1328
O -4.83294 -6.99562 0.91693 -0.1000
H 1.74780 -6.45984 0.87493 0.0652
H 1.38374 -5.04767 -0.14597 0.0656
H 0.11895 -6.29280 0.21505 0.0738
H 1.45825 -4.63560 2.41794 0.0637
H -0.02777 -5.59963 2.57441 0.1211
H 0.26185 -3.06298 0.80936 0.1058
H -2.18411 -2.97800 1.36325 0.0895
H -4.52765 -3.80258 1.66697 0.1084
H -4.99755 -7.35536 1.80648 0.0918
C -3.88448 -0.47997 -1.43627 -0.0218
C -2.71073 -0.29075 -0.51958 -0.4868
C -1.50503 0.41833 -1.07543 -0.0270
O -2.73578 -0.69746 0.62460 0.0343
H -4.67372 -1.00681 -0.90400 0.0737
H -4.26865 0.48754 -1.76573 0.0915
H -3.58688 -1.07683 -2.29848 0.0830
H -1.77735 1.42934 -1.38389 0.0862
H -1.10543 -0.13668 -1.92241 0.0705
H -0.73601 0.48150 -0.30532 0.0834
C -0.83675 0.94150 -5.59706 -0.0157
C 0.33996 1.12995 -4.67301 -0.4893
C 1.54699 1.84312 -5.22826 -0.0188
O 0.31634 0.72517 -3.53193 0.0513
H -1.63092 0.41587 -5.06868 0.0807
H -1.21399 1.91255 -5.92245 0.0871
H -0.53913 0.34837 -6.46329 0.0875
H 1.27353 2.85336 -5.53763 0.0868
H 1.94853 1.28902 -6.07834 0.0862
H 2.31419 1.90808 -4.45804 0.0822
C -6.01565 -4.22098 -1.45579 -0.0259
C -6.43333 -3.29398 -2.57180 -0.4858
C -7.79837 -3.50692 -3.17946 -0.0237
O -5.69797 -2.41533 -2.96123 0.0585
H -5.02340 -3.95118 -1.12171 0.0551
H -6.70648 -4.13340 -0.61718 0.0894
H -5.99667 -5.25077 -1.82011 0.0974
H -8.56926 -3.38351 -2.41685 0.0846
H -7.86064 -4.50607 -3.61376 0.0847
H -7.96259 -2.77174 -3.96615 0.0798
C 4.56861 -4.51545 5.62025 -0.0258
C 3.63308 -3.85532 4.63709 -0.4955
C 2.86975 -2.64788 5.11841 -0.0471
O 3.50457 -4.28023 3.51047 0.0558
H 5.05085 -5.36775 5.14356 0.0794
H 5.33718 -3.80781 5.93587 0.0834
H 4.00857 -4.86848 6.48779 0.0851
H 3.56991 -1.86262 5.41129 0.0866
H 2.23735 -2.92041 5.96537 0.0896
H 2.23339 -2.27151 4.31616 -0.0102
C 2.41447 2.48483 0.75299 -0.0115
C 2.02268 3.44569 -0.33959 -0.4977
C 0.65492 3.27638 -0.94953 -0.0184
O 2.77237 4.32085 -0.71576 0.0412
H 3.41947 2.72210 1.09905 0.0814
H 1.72287 2.57392 1.59306 0.0893
H 2.40616 1.46243 0.37062 0.0869
H -0.11356 3.40188 -0.18351 0.0857
H 0.57052 2.28948 -1.40779 0.0556
H 0.50884 4.03355 -1.72014 0.0840
C 1.31557 6.87457 0.47841 -0.0274
C -0.16377 6.85110 0.74252 -0.4909
C -1.02933 7.76881 -0.08427 -0.0171
O -0.64005 6.12162 1.58744 0.0485
H 1.80857 6.16593 1.14223 0.0826
H 1.51369 6.58346 -0.55373 0.0773
H 1.71410 7.86958 0.66856 0.0651
H -0.93287 7.51846 -1.14210 0.0840
H -0.73485 8.80633 0.08102 0.0869
H -2.07084 7.64752 0.21185 0.0791
C -2.34857 3.95192 3.46649 -0.0276
C -2.40376 2.45137 3.60832 -0.5027
C -3.46455 1.72165 2.82124 -0.0250
O -1.62928 1.85603 4.32339 0.0617
H -1.54197 4.34300 4.08390 0.0826
H -2.15485 4.22232 2.42769 0.0644
H -3.29064 4.39279 3.79839 0.0853
H -3.32078 1.89354 1.75333 0.0748
H -4.45549 2.06584 3.12456 0.0841
H -3.38863 0.65325 3.01553 0.0755
C 5.29754 -4.82145 -1.00752 -0.0171
C 4.42823 -6.04979 -1.10996 -0.4778
C 5.04154 -7.27943 -1.73330 -0.0213
O 3.28664 -6.04820 -0.70837 0.0472
H 4.73123 -4.01684 -0.54106 0.0834
H 6.17414 -5.03545 -0.39369 0.0855
H 5.60914 -4.50118 -2.00345 0.0840
H 5.90715 -7.60043 -1.15120 0.0845
H 5.34181 -7.06628 -2.76072 0.0839
H 4.30731 -8.08351 -1.74231 0.0820
C 4.76033 10.79392 -0.82193 -0.0240
C 3.94858 9.52553 -0.91055 -0.4936
C 4.62564 8.31153 -1.49657 -0.0130
O 2.80114 9.48289 -0.52716 0.0537
H 4.15121 11.58246 -0.38273 0.0811
H 5.63551 10.63279 -0.19019 0.0856
H 5.07364 11.10622 -1.81957 0.0848
H 5.49488 8.04254 -0.89415 0.0887
H 4.93305 8.51604 -2.52369 0.0864
H 3.92919 7.47387 -1.49915 0.0749
```


# 3
Entry from the OMol25 dataset: a 5-piece molecular cluster, C31H63ClF3N4O overall at a distorted geometry (the ωB97M-V functional and the def2-TZVPD basis).

Maximum force   2.63 eV/A
Total charge   +1
HOMO-LUMO gap   8.537 eV
M   600.32 g mol⁻¹

```
103
Properties=species:S:1:pos:R:3:lowdin_charge:R:1
C 0.59930 1.96938 2.45817 -0.0789
C -0.09256 1.16868 1.33170 -0.2194
N -0.49513 -0.21986 1.70761 0.0385
C 0.63752 -0.87757 2.23661 -0.2785
C 0.75598 -1.12705 3.57329 0.0687
N 1.99553 -1.77220 3.75956 0.1482
C 2.54050 -2.20449 5.04779 -0.5970
F 3.63599 -1.52044 5.34977 0.2096
F 2.78595 -3.49794 4.98607 0.2246
F 1.61937 -1.92156 5.96327 0.2010
C 2.57829 -1.86637 2.57853 -0.3000
N 3.83656 -2.41242 2.30707 0.2291
C 4.64652 -1.52510 1.96622 -0.2510
O 5.15791 -0.60625 1.51208 0.2686
N 1.80779 -1.36661 1.59801 -0.3080
Cl 2.15547 -1.32086 -0.05123 0.8990
H 0.68055 3.03260 2.18866 0.0842
H 0.06412 1.84457 3.41491 0.0719
H 1.63511 1.64019 2.65235 0.0720
H -0.98316 1.69486 0.96364 0.1226
H 0.64268 1.06910 0.51666 0.0932
H -1.23519 -0.23340 2.40188 0.1342
H 0.00544 -0.84178 4.29861 0.1553
C -6.30562 -1.93784 -2.56765 -0.1043
C -5.13267 -2.83452 -2.18185 -0.2617
C -4.66696 -2.63814 -0.73908 -0.2255
C -4.13536 -1.24151 -0.41571 -0.2237
C -2.96561 -0.77992 -1.28314 -0.2622
C -1.72472 -1.65369 -1.13823 -0.1189
H -6.04569 -0.87892 -2.50980 0.0593
H -6.61717 -2.14368 -3.59291 0.0710
H -7.16162 -2.11735 -1.91375 0.0774
H -4.30264 -2.67274 -2.87643 0.0906
H -5.43589 -3.87722 -2.30666 0.1075
H -3.89751 -3.38293 -0.51310 0.1002
H -5.50141 -2.85623 -0.06529 0.1114
H -3.82720 -1.22281 0.63663 0.1012
H -4.94659 -0.51305 -0.50144 0.1045
H -2.70662 0.24539 -0.99859 0.0999
H -3.26271 -0.73904 -2.33305 0.0748
H -1.36923 -1.67898 -0.10858 0.0358
H -0.91551 -1.25723 -1.75786 0.0638
H -1.91830 -2.67879 -1.45912 0.0708
C -3.22861 -0.92580 -6.03379 -0.1040
C -2.99150 0.56925 -5.84438 -0.2635
C -3.92926 1.20280 -4.81773 -0.2245
C -5.41570 1.14253 -5.17144 -0.2313
C -5.79444 1.78762 -6.50375 -0.2666
C -5.49958 3.28340 -6.55648 -0.1103
H -4.23040 -1.13158 -6.41361 0.0689
H -2.51517 -1.33711 -6.74999 0.0710
H -3.10300 -1.46249 -5.08931 0.0608
H -3.07860 1.07987 -6.80702 0.1002
H -1.96023 0.72030 -5.51116 0.1024
H -3.63251 2.24502 -4.66599 0.1027
H -3.78332 0.70650 -3.85302 0.0815
H -5.98059 1.62926 -4.36919 0.1104
H -5.74720 0.09968 -5.17902 0.0924
H -6.86449 1.63712 -6.66863 0.1062
H -5.28418 1.28430 -7.32971 0.0998
H -6.03424 3.81282 -5.76475 0.0752
H -5.81782 3.70037 -7.51311 0.0708
H -4.43335 3.48960 -6.44701 0.0645
C 9.06459 -6.59881 -1.65982 -0.1089
C 8.49884 -5.32318 -2.27573 -0.2697
C 8.97948 -4.04970 -1.57971 -0.2263
C 8.57251 -3.92087 -0.11077 -0.2248
C 7.06884 -3.97956 0.15148 -0.2618
C 6.29716 -2.84295 -0.51363 -0.1157
H 8.75154 -6.72123 -0.62139 0.0647
H 8.71828 -7.47366 -2.21201 0.0716
H 10.15593 -6.59392 -1.69027 0.0778
H 7.40547 -5.36939 -2.27536 0.0967
H 8.80146 -5.27772 -3.32495 0.1066
H 8.61186 -3.18357 -2.13850 0.1010
H 10.07069 -4.00315 -1.64049 0.1129
H 8.96402 -2.97352 0.27473 0.1110
H 9.06100 -4.70487 0.47379 0.1043
H 6.90396 -3.93052 1.23349 0.0988
H 6.66090 -4.93924 -0.17553 0.1029
H 6.66147 -1.87302 -0.16909 0.0669
H 5.23182 -2.91446 -0.26897 0.0474
H 6.38585 -2.87445 -1.59971 0.0753
C -0.84314 3.83614 6.72536 -0.1115
C -1.96625 4.62463 6.05942 -0.2646
C -1.74465 4.84607 4.56387 -0.2318
C -0.50437 5.66561 4.20272 -0.2398
C -0.44284 7.06108 4.82171 -0.2677
C -1.58416 7.96991 4.37652 -0.1072
H 0.11140 4.36144 6.66504 0.0663
H -1.06381 3.67701 7.78192 0.0719
H -0.72569 2.85489 6.25592 0.0611
H -2.09582 5.58131 6.57121 0.1027
H -2.90360 4.07772 6.19301 0.1059
H -2.63316 5.32644 4.14519 0.1037
H -1.67050 3.86969 4.06930 0.0906
H -0.45930 5.75988 3.11195 0.1061
H 0.39553 5.11245 4.49254 0.0955
H 0.50461 7.52490 4.53507 0.1059
H -0.43221 6.99368 5.91299 0.1005
H -1.58765 8.08593 3.29056 0.0761
H -1.47558 8.96070 4.81938 0.0726
H -2.55586 7.57859 4.68226 0.0666
```